Here is 2 unconnected molecules or ions with the total composition C10H10N2O2 at a distorted geometry from OMol25. Energies are from ωB97M-V with the def2-TZVPD basis set.

Last column: natural (NBO) charge in e.
Element x y z (Å)
H -2.084 -2.356 1.369  0.22
C -1.979 -1.422 -0.698  -0.14
H 4.416 1.370 0.023  0.43
C 1.117 -0.454 -0.108  0.66
H 0.202 1.503 -0.215  0.25
H 2.417 2.760 0.096  0.23
H -1.981 -2.217 -1.411  0.22
C -1.987 -1.381 0.752  -0.19
H -2.918 -0.265 2.424  0.22
C -2.236 0.980 -0.646  -0.26
N 3.462 0.873 0.167  -0.63
O 0.188 -1.162 -0.251  -0.58
H -2.138 -0.464 -2.393  0.22
N 2.295 -1.084 0.211  -0.62
H 2.277 -2.136 0.283  0.44
C -2.191 -0.161 -1.339  -0.24
H -2.289 1.942 -1.285  0.21
H -2.918 2.046 1.006  0.21
C 2.320 1.661 -0.038  0.06
C 1.207 0.998 -0.022  -0.39
O 4.474 -1.220 -0.053  -0.62
C -2.493 -0.211 1.391  -0.25
C 3.469 -0.547 0.117  0.77
C -2.630 0.946 0.621  -0.22

SMILES = O=c1cc[nH]c(=O)[nH]1.c1ccccc1
Total charge = 0
Energy = -646.9636 Eh
Orbital gap = 8.82 eV
F_max = 6.34 eV/Å
Relative energy (zero: lowest compared OMol25 entry of this formula, charge and spin) = 86.8 kcal per mole

***

Here is 2 unconnected molecules or ions with the total composition C10H10N2O2 at a distorted geometry from OMol25. Energies are from ωB97M-V with the def2-TZVPD basis set.

Last column: natural (NBO) charge in e.
Element x y z (Å)
O -1.692 0.116 3.066  -0.60
C 0.958 2.706 2.698  0.70
H 1.018 -3.859 -2.588  0.22
C -1.081 -1.638 -0.906  -0.23
H 1.760 -1.748 -3.525  0.22
H -0.857 -3.810 -0.667  0.23
H -1.915 -1.852 -0.327  0.23
N 0.091 1.561 3.198  -0.70
C 0.014 1.875 0.563  0.06
C 0.621 2.909 1.199  -0.44
C 0.536 -2.974 -2.255  -0.19
H 1.038 3.820 0.433  0.25
C -0.656 -0.391 -1.557  -0.29
C -0.823 0.761 2.521  0.80
H -1.263 0.518 -1.419  0.23
H -0.083 1.634 -0.460  0.20
O 1.622 3.406 3.369  -0.54
C 0.471 -0.575 -2.337  -0.18
N -0.622 0.818 1.089  -0.65
C -0.352 -2.902 -1.135  -0.20
C 1.116 -1.810 -2.671  -0.20
H -0.976 0.021 0.354  0.46
H 0.944 0.138 -2.887  0.21
H 0.132 1.274 4.242  0.43

SMILES = O=c1cc[nH]c(=O)[nH]1.c1ccccc1
Total charge = 0
Energy = -646.9668 Eh
Orbital gap = 9.33 eV
F_max = 5.07 eV/Å
Relative energy (zero: lowest compared OMol25 entry of this formula, charge and spin) = 84.9 kcal per mole

***

Here is a single C10H10N2O3 molecule at a distorted geometry from OMol25. Energies are from ωB97M-V with the def2-TZVPD basis set.

Last column: natural (NBO) charge in e.
Element x y z (Å)
N 1.272 1.065 -2.524  -0.64
H -2.420 -1.879 -1.269  0.23
H 1.443 -1.390 1.072  0.20
C -0.338 0.893 2.674  -0.04
H -0.166 1.793 3.266  0.21
C 0.651 0.257 -3.496  0.63
C 0.990 1.181 -1.191  0.80
C -1.763 -1.122 -0.890  -0.25
O 1.045 0.297 -4.642  -0.59
H -0.899 -1.252 -3.637  0.24
C -0.769 -0.455 -1.664  0.20
C -0.678 0.339 0.457  0.52
N -0.129 0.440 -0.814  -0.45
H 2.060 1.612 -2.853  0.43
C -0.407 -0.562 -2.975  -0.38
H 1.775 0.476 2.543  0.23
H -1.248 0.387 3.019  0.16
O -0.457 1.312 1.344  -0.46
C -1.720 -0.626 0.381  -0.26
H 0.897 -0.434 3.806  0.23
C 0.699 -1.195 1.819  -0.33
H -2.357 -0.905 1.197  0.24
O 1.648 1.838 -0.424  -0.59
C 0.872 -0.089 2.769  -0.51
H -0.001 -1.981 2.035  0.18

Total charge = 0
Energy = -722.2416 Eh
Orbital gap (alpha / beta) = 6.90 / 7.04 eV
F_max = 1.37 eV/Å
Relative energy (zero: lowest compared OMol25 entry of this formula, charge and spin) = 36.9 kcal per mole

***

Here is a molecular structure, C10H10N2O4Pr at a distorted geometry from OMol25. Energies are from ωB97M-V with the def2-TZVPD basis set.

Last column: Mulliken spin population.
Element x y z (Å)
O -2.201 2.213 1.553  0.00
H -3.481 -1.046 -3.526  0.00
H -4.626 -1.505 -0.626  0.00
N 0.875 0.481 0.248  -0.01
C -0.752 1.243 -2.197  -0.01
O -0.290 2.112 -2.821  0.00
C -1.865 1.358 0.846  -0.01
Pr -1.696 -0.512 -0.883  2.03
H 4.600 0.182 2.236  0.00
C 0.360 -1.757 -1.710  -0.01
H 3.757 1.265 3.255  0.00
C -4.030 -1.705 -1.537  0.00
H -3.713 -2.759 -1.654  0.00
H -4.382 0.198 -2.517  0.00
H 1.426 2.129 -1.049  0.00
C -0.905 -1.685 1.287  0.00
O -0.619 -2.242 2.242  0.00
C 3.600 0.398 2.613  0.00
H 1.193 -0.846 1.939  0.00
H 3.302 -0.432 3.246  0.00
O 1.168 -2.395 -2.222  0.00
C -3.901 -0.791 -2.542  -0.01
C 1.484 -0.026 1.307  0.00
C 2.774 1.628 0.606  0.00
C 1.674 1.525 -0.195  0.00
H 3.600 2.331 0.540  0.00
N 2.646 0.639 1.560  0.00

⟨S²⟩ = 2.003
Total charge = +3
Energy = -1313.3511 Eh
Orbital gap (alpha / beta) = 4.90 / 5.02 eV
F_max = 9.01 eV/Å
2S+1 = 3

***

Here is a molecular structure, C10H10N2O5SSeV from OMol25. Energies are from ωB97M-V with the def2-TZVPD basis set.

Last column: Mulliken spin population.
Element x y z (Å)
Se 1.676 2.134 -3.997  0.01
V 0.357 -0.052 0.344  1.12
H 1.698 -0.935 -4.411  0.00
C -0.314 1.475 2.705  0.02
O 1.132 -1.422 0.587  -0.11
C -2.485 -0.481 0.419  0.00
N 0.930 0.698 -1.512  -0.03
C 1.223 1.267 -2.478  0.04
O 1.484 1.365 1.262  0.00
H 0.727 -2.960 -1.270  0.00
H -0.804 2.443 4.603  0.00
H 0.232 -1.752 -2.438  0.00
H -3.162 1.780 4.555  0.00
O -1.459 -0.616 -0.365  0.00
C 2.289 -1.850 -4.433  0.00
H -4.078 0.470 2.538  0.00
C 0.945 1.828 2.373  -0.02
H 3.279 -1.592 -4.810  0.00
S 2.494 -2.503 -2.765  0.00
O -3.614 -0.901 0.192  0.00
H 1.827 -2.578 -5.103  0.00
C -3.031 0.719 2.628  -0.01
O 1.755 2.667 3.122  0.00
C -2.499 1.488 3.746  0.00
H 2.553 2.722 2.583  0.00
N -0.838 0.595 1.715  -0.01
C 0.759 -2.698 -2.326  0.00
C -2.157 0.307 1.678  0.00
H 0.279 -3.472 -2.927  0.00
C -1.199 1.854 3.783  -0.01

⟨S²⟩ = 0.762
Total charge = -2
Energy = -4616.5788 Eh
Orbital gap (alpha / beta) = 4.19 / 4.21 eV
F_max = 0.32 eV/Å
Relative energy (zero: lowest compared OMol25 entry of this formula, charge and spin) = 0.0 kcal per mole
2S+1 = 2

***

Here is a molecular structure, C10H10N3O2 at a distorted geometry from OMol25. Energies are from ωB97M-V with the def2-TZVPD basis set.

Last column: natural (NBO) charge in e.
Element x y z (Å)
H -2.552 0.657 -0.425  0.32
H 0.255 2.525 -2.728  0.23
C 2.194 0.014 2.340  0.10
C -1.297 -0.217 -1.801  -0.09
C -0.841 0.706 -2.645  -0.27
N -1.720 -1.050 0.473  -0.45
O -0.294 -2.861 -1.098  -0.56
N 0.153 0.636 1.346  -0.36
H 3.221 -0.312 2.521  0.26
H 2.114 2.254 2.053  0.27
H 1.441 -2.254 -0.168  0.16
C 0.361 -2.318 -0.217  0.52
C 0.100 1.987 -0.717  -0.33
H -0.725 0.742 -3.712  0.25
C 1.923 1.218 1.966  -0.01
H -1.634 -1.221 -2.215  0.28
O 1.370 -1.064 2.235  -0.43
C -0.322 0.952 0.174  0.40
N -0.330 -1.602 0.791  -0.34
H 0.882 2.641 -0.365  0.24
H -2.238 -1.834 0.056  0.42
C -1.483 0.133 -0.358  -0.20
C 0.141 -0.721 1.865  0.39
C -0.186 1.855 -2.045  -0.01
H -0.531 -0.866 2.676  0.22

Total charge = +1
Energy = -701.3568 Eh
Orbital gap = 8.09 eV
F_max = 4.73 eV/Å
Relative energy (zero: lowest compared OMol25 entry of this formula, charge and spin) = 143.0 kcal per mole

***

Here is a single C10H10N4 molecule at a distorted geometry from OMol25. Energies are from ωB97M-V with the def2-TZVPD basis set.

Last column: natural (NBO) charge in e.
Element x y z (Å)
H -4.649 -0.121 1.470  0.23
H -4.440 -0.739 -0.786  0.22
C -2.441 0.224 1.705  -0.20
H -0.166 1.166 -2.106  0.23
C -3.474 -0.667 -0.253  -0.20
C 2.879 0.624 1.230  0.16
C -1.089 -0.318 -0.210  -0.03
H -0.355 0.339 1.611  0.21
N 1.147 0.659 -0.352  -0.22
H -1.942 -1.245 -1.816  0.22
N 4.122 0.281 1.497  -0.27
C -3.618 -0.120 1.047  -0.22
H 0.775 -1.400 -0.757  0.22
C 0.774 0.606 -1.797  -0.28
C -2.209 -0.730 -0.905  -0.23
H 1.472 0.265 -2.612  0.22
H 2.207 1.114 1.892  0.20
C 3.607 -0.161 -0.603  0.07
N 2.469 0.420 -0.017  -0.21
C -1.193 0.122 1.095  -0.19
N 4.577 -0.205 0.326  -0.26
H 3.629 -0.095 -1.661  0.20
H -2.407 0.368 2.772  0.21
C 0.326 -0.386 -0.771  -0.10

SMILES = c1ccc([C@H]2CN2n2cnnc2)cc1
Total charge = 0
Energy = -605.9401 Eh
Orbital gap = 10.18 eV
F_max = 3.68 eV/Å
Relative energy (zero: lowest compared OMol25 entry of this formula, charge and spin) = 107.0 kcal per mole

***

Here is a molecular structure, C10H10N5NiO4S2 from OMol25. Energies are from ωB97M-V with the def2-TZVPD basis set.

Last column: Mulliken spin population.
Element x y z (Å)
C 0.215 -2.521 1.014  0.00
O 0.304 0.038 2.060  0.01
H -1.247 -4.507 -0.133  0.00
C -2.661 -2.125 -2.058  0.00
C -0.800 -2.416 -0.095  -0.01
C -0.312 -0.817 2.691  0.00
H -2.137 -0.040 -1.917  0.01
H -0.482 -0.932 4.822  0.00
H 0.575 -3.544 1.104  0.00
C -1.474 -3.535 -0.550  0.00
N 4.085 -0.263 -0.932  0.00
O -3.090 4.069 -1.519  0.00
N 5.117 -2.352 -0.076  0.00
O -2.900 1.899 -2.604  0.01
H 1.066 -1.876 0.799  0.00
C 2.832 -0.048 -0.742  0.00
N -1.041 -1.191 -0.583  0.04
C -1.951 -1.046 -1.549  -0.01
N -0.346 -2.106 2.293  0.00
H -1.005 -2.717 2.746  0.00
S -2.208 3.008 -1.945  0.00
O -1.001 3.427 -2.617  0.01
H -2.964 -4.247 -1.927  0.00
H -2.035 -0.891 3.972  0.00
H -1.056 0.585 4.092  0.00
Ni -0.109 0.582 0.047  1.69
C -2.424 -3.386 -1.551  0.00
C -1.020 -0.494 3.980  0.00
H -3.387 -1.948 -2.839  0.00
N 1.697 0.188 -0.629  0.04
S -1.525 2.211 -0.047  0.18
C 4.601 -1.387 -0.460  0.00

⟨S²⟩ = 2.011
Total charge = -1
Energy = -3266.6235 Eh
Orbital gap (alpha / beta) = 7.06 / 7.07 eV
F_max = 0.57 eV/Å
Relative energy (zero: lowest compared OMol25 entry of this formula, charge and spin) = 20.0 kcal per mole
2S+1 = 3

***

Here is a molecular structure, C10H10N5O10V at a distorted geometry from OMol25. Energies are from ωB97M-V with the def2-TZVPD basis set.

Last column: Mulliken spin population.
Element x y z (Å)
C -10.173 12.119 0.574  0.00
N -3.692 13.648 -0.495  0.00
N -7.853 12.036 -0.253  -0.01
C -2.839 12.240 -5.522  0.00
N -4.404 9.589 0.232  0.00
O -3.023 13.109 0.340  0.00
C -4.397 10.908 -4.350  0.01
C -9.745 12.173 1.895  0.00
V -6.273 11.664 -1.782  1.19
C -9.237 12.033 -0.502  0.00
C -8.438 12.319 2.199  0.00
H -4.893 9.948 -4.343  0.00
O -9.591 13.342 -3.404  0.00
C -3.144 13.310 -4.703  0.00
O -6.999 10.424 -2.387  -0.23
H -3.283 10.329 -6.151  0.00
N -4.855 11.923 -3.502  -0.01
H -10.477 12.273 2.682  0.00
H -11.234 12.095 0.374  0.00
N -8.436 13.510 -3.783  0.00
C -4.060 13.060 -3.690  0.01
O -4.634 8.401 0.286  0.00
C -7.548 12.265 1.109  0.01
H -6.493 12.274 1.341  0.00
H -8.073 12.418 3.211  0.00
H -2.687 14.288 -4.696  0.00
O -7.520 12.987 -3.092  0.01
H -2.114 12.429 -6.300  0.00
O -8.096 14.271 -4.704  0.00
C -3.573 11.107 -5.461  0.00
H -9.645 11.886 -1.491  0.00
H -4.463 13.910 -3.160  0.00
O -4.802 13.190 -0.834  0.00
O -3.270 14.614 -0.978  0.00
O -3.377 10.044 0.765  0.01
O -5.113 10.339 -0.398  0.00

⟨S²⟩ = 0.776
Total charge = -1
Energy = -2356.9824 Eh
Orbital gap (alpha / beta) = 7.41 / 7.40 eV
F_max = 7.21 eV/Å
2S+1 = 2